The following is a DFT calculation (ωB97M-V/def2-TZVPD) of C43H49BMgN6O8P3S2Te as an isolated structure.

Cartesian coordinates (Å):
1 H -5.234 4.345 -3.138
2 C -0.148 -5.345 0.162
3 C 2.690 -4.146 1.438
4 H -2.087 0.640 7.416
5 H 2.026 -4.532 2.204
6 H 3.345 4.611 2.038
7 H 5.912 -4.342 0.437
8 C 2.222 -3.243 0.479
9 C 3.043 1.790 -1.845
10 C -2.478 0.251 -0.009
11 S -0.089 3.035 -1.010
12 C 4.015 -4.543 1.420
13 Mg -0.313 0.385 -0.597
14 N -3.538 1.533 -0.184
15 C 0.803 3.574 0.356
16 C 0.269 -2.017 2.246
17 H -2.551 -3.691 -2.420
18 C -0.214 0.038 4.104
19 O -3.452 2.018 2.043
20 H 2.482 0.016 -4.558
21 H 4.109 2.761 3.997
22 H -2.828 0.160 -4.412
23 H 1.313 -0.888 5.315
24 H -4.496 4.350 1.426
25 C -2.118 0.895 5.288
26 H 4.260 4.065 -0.101
27 C -1.563 0.467 6.484
28 C -1.894 0.208 -4.974
29 H 0.907 -5.571 0.078
30 O -0.313 0.024 -2.556
31 H -3.170 -6.852 -0.069
32 C -1.086 -6.358 0.018
33 O -0.006 0.619 1.464
34 O -2.981 -0.643 0.588
35 P -0.711 -1.298 -3.188
36 H 1.015 4.362 3.506
37 C -3.822 1.869 -1.477
38 C -1.935 -3.736 0.408
39 C 4.706 -0.277 2.629
40 H -2.687 -0.606 -6.804
41 H -0.821 -2.034 2.354
42 N 3.107 1.413 -3.150
43 C 3.397 -0.701 2.448
44 H 3.236 4.643 -3.364
45 H 3.245 2.445 -5.033
46 Te 0.633 -3.264 -3.441
47 H 2.706 -2.026 -1.217
48 H 5.520 -0.912 2.305
49 C -0.572 -4.038 0.375
50 C 3.075 -2.748 -0.499
51 O 0.236 -1.522 -0.371
52 H 0.699 -2.631 3.038
53 C 1.223 4.182 2.466
54 N 3.098 3.146 -1.842
55 H -3.921 -4.515 0.268
56 H -1.193 0.314 -7.006
57 H -1.888 1.001 3.149
58 H 4.381 -5.238 2.164
59 C -3.742 2.364 0.903
60 H 1.788 2.019 3.678
61 H -4.654 2.761 -3.705
62 H -2.720 1.165 -6.709
63 H -4.882 5.003 -0.948
64 H 2.517 -0.551 -2.890
65 H 5.984 1.303 3.305
66 H 5.074 -2.744 -1.257
67 H -2.268 -2.707 0.513
68 H 0.099 -0.518 7.431
69 P 0.545 -2.643 0.554
70 O -2.080 -1.690 -2.457
71 H -1.300 3.794 2.942
72 C 3.201 2.524 -3.961
73 N 0.265 3.709 1.595
74 C 0.344 -0.399 5.307
75 H -4.995 -3.225 -2.820
76 C 2.338 0.114 2.832
77 C 3.194 3.593 -3.143
78 O -1.115 -0.978 -4.720
79 C 2.605 1.365 3.398
80 C 4.963 0.963 3.188
81 H -4.632 -1.480 -2.903
82 H -3.078 1.396 5.276
83 S 2.952 0.712 -0.512
84 C -4.320 -2.436 -2.479
85 C -1.125 3.450 1.924
86 C -4.424 3.619 -3.081
87 C 2.358 4.303 1.745
88 C -2.906 -2.770 -2.895
89 N 2.092 3.920 0.449
90 C -4.512 4.025 -0.667
91 H -1.773 3.987 1.233
92 H -1.353 2.390 1.844
93 H 3.215 -1.658 1.987
94 C -2.441 -6.062 0.064
95 N -4.284 3.171 -1.705
96 C -2.138 0.273 -6.463
97 H 4.039 -0.365 -3.781
98 H -2.818 -2.902 -3.974
99 C 4.406 -3.145 -0.507
100 C 3.041 0.049 -3.626
101 H -1.344 1.080 -4.620
102 C -1.448 0.681 4.089
103 H -0.757 -7.375 -0.154
104 C -4.301 3.677 0.607
105 H 3.003 5.258 -1.130
106 H -3.500 4.075 -3.441
107 C -2.865 -4.753 0.254
108 B 3.179 4.147 -0.657
109 H -4.391 -2.349 -1.393
110 O -3.658 1.103 -2.410
111 C 4.873 -4.038 0.445
112 P 0.605 -0.247 2.529
113 C 3.910 1.786 3.573
114 C -0.332 -0.186 6.496

Summary:
LUMO level in eV: 2.19
Energy relative to the best compared isomer or geometry (same formula, charge and spin) in kJ/mol: 0.0
Highest occupied orbital energy in eV: -4.27
Spin multiplicity: 1
Charge: -1



The following is a DFT calculation (ωB97M-V/def2-TZVPD) of a 8-piece molecular cluster, C18H50N2O8 overall at a distorted geometry.

Cartesian coordinates (Å):
1 H 1.186 8.490 -8.071
2 H 5.330 -4.012 -1.273
3 C -4.073 -1.458 3.548
4 H 3.204 -2.397 3.241
5 H 4.562 0.641 -2.035
6 C -4.379 -0.331 1.218
7 H -5.256 -3.012 2.779
8 H -4.988 -0.149 5.177
9 C 5.698 -1.881 -1.029
10 H 4.779 -2.000 3.133
11 H -2.106 -2.098 1.474
12 O -3.039 -2.324 1.515
13 H 4.411 -3.664 3.209
14 H 2.114 -1.390 -1.369
15 H -5.562 1.645 1.341
16 O 0.681 8.440 -7.260
17 O -2.062 5.499 -3.805
18 C -2.922 -2.110 4.369
19 H 6.425 -1.351 -0.414
20 N 3.849 -1.524 0.605
21 H 5.910 -1.837 -2.097
22 O 2.776 -0.917 1.051
23 C -4.798 1.083 1.879
24 H -1.848 4.689 -4.268
25 H 5.809 -4.239 1.355
26 H 5.336 0.703 -0.465
27 H 6.920 -3.589 -0.999
28 H -5.675 -1.848 0.385
29 H -4.050 1.874 1.925
30 H -3.405 -0.796 -0.776
31 H 3.565 0.930 -0.629
32 H 0.047 4.412 1.175
33 H -2.773 -3.176 4.197
34 H 6.208 -2.627 1.305
35 H -2.499 0.285 0.168
36 C -5.427 -2.350 3.628
37 H 3.504 -4.629 -0.036
38 H 2.953 -4.643 1.673
39 H -3.242 -2.124 5.411
40 C -5.449 0.885 3.269
41 H 2.143 -3.578 0.603
42 H 0.721 3.674 -4.222
43 H -1.959 5.281 -2.879
44 H -3.630 0.501 4.329
45 H -6.449 -1.032 1.505
46 H -0.917 5.462 0.664
47 C 4.278 -1.196 -0.732
48 H -5.541 1.863 3.741
49 C 5.916 -3.306 -0.684
50 H 1.113 7.755 -6.750
51 H 3.010 6.682 -4.427
52 H -1.159 1.865 -6.401
53 C -4.552 -0.063 4.183
54 O -1.742 1.807 -7.158
55 H -3.770 0.911 -0.586
56 H -6.157 -0.209 -0.036
57 O 0.562 2.835 -3.790
58 O -0.191 4.902 0.388
59 C 3.118 -4.028 0.787
60 H 3.543 5.582 -5.320
61 C 4.435 0.377 -0.985
62 H 3.110 -0.352 1.751
63 H -1.942 -1.651 4.241
64 H -1.266 1.264 -7.786
65 C 5.557 -3.338 0.796
66 H 0.514 3.051 -2.858
67 N -3.596 -1.157 2.160
68 C -5.700 -0.819 0.743
69 H -6.362 -1.807 3.492
70 H 3.304 -1.551 -2.697
71 H -6.431 0.457 3.066
72 C -3.530 -0.002 -0.039
73 C 3.121 -1.712 -1.635
74 C 4.120 -2.899 1.208
75 O 2.754 5.867 -4.858
76 H 3.033 -2.793 -1.522
77 H -5.266 -3.002 4.486
78 C 4.097 -2.742 2.719

Summary:
LUMO level in eV: 0.08
Energy relative to the best compared isomer or geometry (same formula, charge and spin) in kJ/mol: 324.8
Highest occupied orbital energy in eV: -7.78
Spin multiplicity: 1
SMILES: CC1(C)CCCC(C)(C)N1O.CC1(C)CCCC(C)(C)N1O.O.O.O.O.O.O



The following is a DFT calculation (ωB97M-V/def2-TZVPD) of an isolated ion of composition C8H7NO5 and charge -2 at a distorted geometry.

Cartesian coordinates (Å):
1 H -2.204 -0.723 -2.147
2 O 2.665 -0.738 1.635
3 C 0.272 0.605 -0.312
4 H -2.029 0.343 2.748
5 O 3.505 -0.935 -0.444
6 C -1.367 -0.737 -1.457
7 H -1.688 1.788 1.746
8 H -1.665 1.308 -0.803
9 C 2.741 -0.717 0.445
10 C -1.476 0.717 1.881
11 H -0.398 0.608 2.060
12 O 1.971 2.233 0.042
13 O -1.891 -0.028 0.782
14 C 0.682 -1.655 -0.646
15 C -0.490 -1.782 -1.389
16 C 0.785 2.039 -0.283
17 H -0.649 -2.687 -1.973
18 H 1.377 -2.478 -0.530
19 C -1.190 0.365 -0.497
20 N 1.097 -0.442 -0.234
21 O -0.049 2.918 -0.623

Summary:
LUMO level in eV: 6.36
Energy relative to the best compared isomer or geometry (same formula, charge and spin) in kJ/mol: 0.0
Highest occupied orbital energy in eV: 0.36
Spin multiplicity: 1
Charge: -2



The following is a DFT calculation (ωB97M-V/def2-TZVPD) of a 6-piece molecular cluster, C12H34BrClN10O7 overall at a distorted geometry.

Cartesian coordinates (Å):
1 C -2.806 -6.030 -0.043
2 H -3.090 1.029 2.795
3 Cl 0.626 3.158 3.664
4 N -2.622 -3.113 5.228
5 C -1.811 -3.038 4.156
6 C 3.148 3.475 -1.247
7 H 2.543 -4.371 -1.279
8 C -0.083 3.088 0.796
9 C -3.511 4.518 -1.543
10 C 0.114 1.188 -0.740
11 N 5.748 2.336 -3.956
12 H 0.240 -1.959 -2.291
13 H -0.786 -2.159 -0.899
14 H 2.123 -3.211 -2.506
15 H 6.489 2.941 -4.267
16 H -2.937 -2.243 5.633
17 H -0.977 -5.492 0.627
18 H 7.996 1.297 -3.837
19 C -0.526 2.640 2.311
20 H -2.416 -0.602 1.985
21 H -2.221 4.677 -3.161
22 H -2.642 1.038 0.963
23 Br 3.010 3.612 -3.277
24 H 7.460 -0.234 -3.209
25 H -5.130 5.728 -1.554
26 N -4.301 5.471 -2.072
27 H 0.746 0.649 0.084
28 H -0.851 0.859 3.693
29 C -0.827 1.043 2.514
30 N 7.248 0.700 -3.529
31 O 5.054 0.351 -3.141
32 N -2.428 4.226 -2.286
33 O 0.587 -3.920 0.172
34 O -3.757 3.967 -0.482
35 C -2.337 0.571 1.991
36 H -4.104 5.928 -2.946
37 H 0.033 0.327 2.117
38 H -3.981 -7.143 1.256
39 H -1.892 -6.421 1.779
40 O -2.713 -5.502 -1.139
41 N -1.822 -5.988 0.874
42 H -0.821 -4.234 2.863
43 O -0.719 2.299 -0.270
44 H 3.461 2.382 -0.972
45 O -1.452 -1.979 3.669
46 H 2.014 4.071 1.374
47 N -1.431 -4.234 3.669
48 H -0.512 4.196 0.661
49 H -1.801 3.516 -1.934
50 H -4.669 -6.768 -0.299
51 H -1.560 3.199 2.525
52 N 0.043 -2.416 -1.418
53 O 1.834 3.896 -0.737
54 H 4.795 2.671 -3.967
55 H 2.167 2.290 0.783
56 H -1.724 -5.110 4.066
57 C 5.957 1.081 -3.517
58 H -2.921 -3.983 5.634
59 N -3.900 -6.706 0.354
60 H 0.901 1.569 -1.553
61 H -0.591 0.429 -1.301
62 H 4.022 4.193 -0.946
63 C 0.832 -3.369 -0.889
64 N 1.916 -3.662 -1.631
65 C 1.561 3.278 0.604

Summary:
LUMO level in eV: 0.49
Highest occupied orbital energy in eV: -9.50
Spin multiplicity: 1
SMILES: CC[C@@H](Cl)[C@@H](COCBr)OC.NC(N)=O.NC(N)=O.NC(N)=O.NC(N)=O.NC(N)=O



The following is a DFT calculation (ωB97M-V/def2-TZVPD) of a 2-piece molecular cluster, C6H6O overall.

Cartesian coordinates (Å):
1 H 1.122 0.177 1.824
2 H 0.019 -1.214 2.299
3 C -0.075 -2.071 -2.028
4 O 0.080 2.500 0.517
5 H -0.212 1.602 -1.293
6 C 0.246 -0.433 1.577
7 C -0.919 0.149 0.859
8 H -0.120 -2.713 -2.879
9 C 0.439 1.841 -0.429
10 H -1.794 0.772 0.942
11 H 1.467 1.434 -0.507
12 C -0.183 -0.654 0.154
13 C -0.071 -1.389 -1.034

Summary:
LUMO level in eV: 0.54
Energy relative to the best compared isomer or geometry (same formula, charge and spin) in kJ/mol: 538.6
Highest occupied orbital energy in eV: -9.09
Spin multiplicity: 1
SMILES: C#CC1=CC1.C=O



The following is a DFT calculation (ωB97M-V/def2-TZVPD) of one molecule with the formula C3H5IN2 at a distorted geometry.

Cartesian coordinates (Å):
1 C 1.440 -1.749 0.024
2 C -0.970 1.601 0.104
3 H -1.886 1.493 -0.476
4 I -0.047 -0.565 2.693
5 C 0.281 -0.348 0.571
6 N -0.125 0.503 -0.198
7 H -0.470 2.518 -0.215
8 H 2.042 -2.039 0.881
9 H -1.219 1.667 1.172
10 N 1.311 -2.111 -1.139
11 H 1.891 -2.864 -1.496

Summary:
LUMO level in eV: 0.52
Energy relative to the best compared isomer or geometry (same formula, charge and spin) in kJ/mol: 100.7
Highest occupied orbital energy in eV: -8.85
Spin multiplicity: 1
SMILES: [H]/N=C/C(I)=N/C



The following is a DFT calculation (ωB97M-V/def2-TZVPD) of C35H35CoO5PSSi2 as an isolated structure at a distorted geometry.

Cartesian coordinates (Å):
1 C -3.937 -2.495 -1.204
2 H 3.690 -3.740 -0.206
3 S 3.309 0.561 1.041
4 C 1.511 2.583 1.632
5 H 1.728 2.243 -2.918
6 H 4.842 2.938 1.091
7 C 2.843 2.255 1.360
8 C -5.312 -2.444 -1.027
9 H -1.418 -0.519 -3.274
10 H -5.938 -3.239 -1.416
11 H 2.771 -5.049 -4.928
12 C -0.318 -1.261 4.638
13 C 2.176 4.898 1.839
14 H -3.465 -3.312 -1.736
15 O 2.737 0.297 -0.326
16 H -0.372 -0.837 6.741
17 H 3.355 -2.570 1.092
18 C 1.569 -1.689 -3.391
19 C 0.635 -3.964 -0.055
20 C 2.291 -3.972 -3.130
21 H -2.268 1.807 3.043
22 O -0.937 -0.703 -0.241
23 H -5.523 0.485 0.664
24 H -0.298 -4.074 -0.602
25 P 0.267 1.242 1.488
26 C 2.439 -4.108 -4.504
27 C 2.157 -3.026 -5.336
28 C 2.120 1.237 -3.111
29 H 2.291 1.139 -4.189
30 C -1.260 2.206 1.190
31 H 4.254 5.324 1.517
32 Si 0.931 -0.111 -2.585
33 H 0.164 4.198 2.060
34 H 2.518 -4.824 -2.492
35 C -3.492 2.967 1.722
36 H 2.266 -3.119 -6.411
37 H 1.243 -4.866 -0.181
38 H -4.512 4.080 0.198
39 H 1.910 5.930 2.032
40 H -0.189 -1.387 2.497
41 H -2.623 3.931 -1.402
42 Si 1.623 -2.519 -0.713
43 H 1.511 -0.992 -5.437
44 C 0.029 0.631 3.185
45 C -5.081 -0.356 0.142
46 H -1.139 1.220 -3.075
47 C -0.695 0.281 -3.426
48 C 3.489 4.558 1.552
49 C -0.164 -0.735 3.363
50 O -1.200 -2.395 -1.710
51 C -3.126 -1.484 -0.700
52 O 2.614 -0.216 2.053
53 H 4.032 -2.008 -0.433
54 C -5.887 -1.373 -0.355
55 H 0.219 2.532 4.171
56 C 3.337 -2.724 0.010
57 H -4.316 3.016 2.424
58 C -2.330 2.286 2.074
59 C -2.541 3.482 -0.420
60 O 4.745 0.534 1.058
61 H -0.459 -2.327 4.766
62 H -0.048 1.598 6.435
63 C -3.704 -0.415 -0.028
64 H -6.962 -1.328 -0.225
65 C -0.272 -0.424 5.744
66 H 0.404 -3.868 1.013
67 Co 0.874 -0.358 -0.327
68 H -0.504 0.376 -4.500
69 H 3.071 1.140 -2.589
70 H -0.572 2.728 -0.781
71 H -3.064 0.365 0.353
72 C 1.729 -1.829 -4.776
73 C 0.066 1.466 4.298
74 C -1.385 2.808 -0.066
75 C 3.825 3.234 1.309
76 C 1.854 -2.769 -2.562
77 C 1.193 3.916 1.868
78 C -0.084 0.942 5.574
79 C -1.631 -1.568 -0.928
80 C -3.601 3.564 0.478

Summary:
LUMO level (alpha / beta) in eV: 2.46 / 2.46
Energy relative to the best compared isomer or geometry (same formula, charge and spin) in kJ/mol: 0.0
Highest occupied orbital energy (alpha / beta) in eV: -5.05 / -5.05
Spin multiplicity: 1
Charge: -1



The following is a DFT calculation (ωB97M-V/def2-TZVPD) of C15H34BF4InN3O3 as an isolated structure.

Cartesian coordinates (Å):
1 F -3.035 6.008 0.761
2 C -3.110 4.925 -1.357
3 H 8.803 -2.049 1.339
4 C 3.270 -1.344 -1.289
5 O -2.775 -0.102 -0.795
6 H 9.565 -5.538 1.526
7 C -5.754 2.395 -1.216
8 H -3.827 3.198 1.350
9 H -0.208 -0.517 -0.086
10 H 8.927 -3.487 2.367
11 F -2.288 4.825 -2.466
12 H 4.898 -3.239 -0.330
13 H 8.296 -6.763 1.597
14 H -8.601 1.587 4.007
15 C 8.810 -6.055 0.943
16 H -6.566 0.470 -0.609
17 F -4.249 5.611 -1.814
18 H 3.554 -4.394 -0.287
19 H 2.438 -2.994 -2.026
20 N 7.873 -5.107 0.379
21 H 4.579 -4.261 -1.731
22 H -5.584 1.845 -2.148
23 H -7.573 2.926 3.410
24 H 0.945 0.830 0.010
25 H -3.496 -0.158 -0.161
26 C -7.724 1.843 3.409
27 C -7.817 1.341 1.965
28 H 7.119 -5.463 -0.187
29 C -6.541 1.683 1.182
30 H -8.643 1.847 1.452
31 C 4.111 -3.696 -0.919
32 H -6.294 3.310 -1.483
33 C -0.429 0.684 -2.340
34 B -2.261 1.205 -0.795
35 O 6.999 -3.084 -0.030
36 H -7.995 0.261 1.955
37 C 8.958 -3.124 1.339
38 C -2.444 5.968 -0.463
39 H 9.311 -6.618 0.154
40 H -0.734 -0.374 -2.374
41 H -5.703 1.080 1.549
42 H -6.831 1.418 3.880
43 H -7.733 1.772 -0.574
44 C 4.391 -0.800 -0.434
45 O 2.437 -0.620 -1.804
46 N -0.796 1.304 -1.054
47 H -0.547 0.850 0.998
48 H 0.650 0.727 -2.460
49 H -6.295 2.729 1.396
50 H 9.941 -3.341 0.920
51 N 3.214 -2.695 -1.457
52 H -0.922 1.224 -3.153
53 H -2.515 6.974 -0.894
54 C -0.119 0.575 0.030
55 C 7.865 -3.753 0.509
56 F -1.127 5.678 -0.277
57 C -6.686 1.526 -0.336
58 H 4.288 0.281 -0.398
59 H 5.365 -1.060 -0.848
60 In -3.725 2.936 -0.410
61 H 4.335 -1.198 0.580

Summary:
LUMO level in eV: 1.56
Energy relative to the best compared isomer or geometry (same formula, charge and spin) in kJ/mol: 16.8
Highest occupied orbital energy in eV: -3.78
Spin multiplicity: 1
Charge: -1



Which value of spin multiplicity does entry 4 give?
1